[1]
This record from the OMol25 dataset describes a 2-piece molecular cluster, C2H7N2O3 overall at a distorted geometry. The level of theory is ωB97M-V with the def2-TZVPD basis set.

Element x y z (Å)
N -0.4477 -1.6800 1.3024
C -1.7093 -0.9929 1.0901
O -1.6977 0.4191 1.2434
H 0.1578 -1.5358 0.4923
H -0.0669 -1.4478 2.2084
H -2.0274 -1.3083 0.0909
H -2.4449 -1.3574 1.8169
H -0.9072 0.7776 0.7390
N 1.7935 1.6783 -1.9818
C 1.1094 0.7758 -1.1619
O 1.2633 -0.4403 -1.4416
O 0.4989 1.2594 -0.1709
H 2.0151 2.5899 -1.6219
H 2.4632 1.2625 -2.6054

**Net charge**: -1
**HOMO-LUMO gap**: 8.91 eV
**HOMO**: -4.592 eV
**Spin multiplicity**: 1
**Energy**: -11312.7164 eV


[2]
This record from the OMol25 dataset describes one molecule with the formula C2H7N2OP at a distorted geometry. The level of theory is ωB97M-V with the def2-TZVPD basis set.

Element x y z (Å)
C -1.0078 -1.8416 -0.0960
N -0.9677 -0.7146 0.4569
P 0.4391 0.1909 0.0678
C -0.2692 1.4492 -0.9242
N 1.0280 0.6765 1.5218
O 1.6217 -0.7390 -0.8735
H -1.8469 -2.5220 0.1949
H -0.2668 -2.2460 -0.8221
H -1.0776 2.1836 -0.5847
H 0.5338 2.0641 -1.2127
H -0.5586 0.7198 -1.7041
H 1.9739 0.2586 1.6634
H 0.3982 0.5205 2.3124

**HOMO-LUMO gap**: 10.12 eV
**HOMO**: -9.362 eV
**Structure (SMILES)**: C=N[P@@](C)(N)=O
**Spin multiplicity**: 1
**Energy**: -16503.4583 eV


[3]
This record from the OMol25 dataset describes an isolated ion of composition C2H7N2OS and charge +1 at a distorted geometry. The level of theory is ωB97M-V with the def2-TZVPD basis set.

Element x y z (Å)
C -0.1756 0.5123 -0.6946
C 0.3593 -1.1471 1.0165
N 0.4402 -0.0406 -1.6548
N -0.1900 0.1726 0.5551
O -2.2108 3.2153 -1.0099
S -1.1039 2.0297 -1.5203
H -0.4707 -1.8200 1.1625
H 1.0572 -1.5163 0.1490
H 0.8388 -0.7630 1.8700
H 1.0134 -0.8794 -1.5852
H 0.4742 0.4821 -2.5350
H -0.8418 0.4724 1.2422
H -1.9858 4.1240 -0.7952

**Net charge**: +1
**HOMO-LUMO gap**: 9.00 eV
**HOMO**: -14.065 eV
**Spin multiplicity**: 1
**Energy**: -18041.3954 eV


[4]
This record from the OMol25 dataset describes one molecule with the formula C2H7N2P at a distorted geometry. The level of theory is ωB97M-V with the def2-TZVPD basis set.

Element x y z (Å)
C -2.1332 0.0546 -0.3065
C -0.9075 0.0450 0.2147
N 1.5524 -1.3216 0.1415
N 1.2507 1.2747 0.1509
P 0.6730 -0.0850 -0.7307
H -3.1207 0.1806 0.1418
H -2.3750 -0.2060 -1.2769
H -0.9647 0.1215 1.3552
H 0.9090 -2.0809 0.2844
H 2.3324 -1.5653 -0.4586
H 2.1948 1.6716 0.0047
H 0.5889 1.9109 0.4795

**HOMO-LUMO gap (spin up / spin down)**: 4.91 / 6.84 eV
**HOMO (spin up / spin down)**: -3.911 / -9.320 eV
**Spin multiplicity**: 3
**Energy**: -14451.2343 eV


[5]
This record from the OMol25 dataset describes an isolated ion of composition C2H7N2S and charge +1 at a distorted geometry. The level of theory is ωB97M-V with the def2-TZVPD basis set.

Element x y z (Å)
C -0.3571 -0.0686 -0.1791
C 0.9304 0.0338 -0.8484
N -0.8638 -1.1936 0.3361
N -1.1718 0.9701 0.1157
S 1.9408 1.1557 0.1844
H 1.6399 -1.0184 -0.8453
H 0.9037 0.4143 -1.9297
H -0.5640 -2.1809 0.2254
H -1.6712 -1.3070 0.8852
H -0.8667 1.9309 0.1786
H -1.9981 0.7489 0.5079
H 2.0780 0.5149 1.3693

**Net charge**: +1
**HOMO-LUMO gap (spin up / spin down)**: 6.33 / 5.88 eV
**HOMO (spin up / spin down)**: -9.831 / -14.245 eV
**Spin multiplicity**: 3
**Energy**: -15991.4780 eV


[6]
This record from the OMol25 dataset describes one molecule with the formula C2H7N3 at a distorted geometry. The level of theory is ωB97M-V with the def2-TZVPD basis set.

Element x y z (Å)
C 2.4369 -0.0194 0.0811
N 0.9656 -0.3497 0.0165
C 0.0352 0.5399 -0.1601
N -1.2044 -0.1621 -0.3869
N -2.2280 0.0379 0.2980
H 2.9556 -0.0851 -0.8642
H 2.8543 -0.9358 0.8581
H 2.6635 1.1593 0.5714
H -0.0728 1.5810 0.0000
H -0.7596 -1.1662 -0.4537
H -2.9721 -0.0281 -0.4109
H -2.2332 -0.3304 1.2811

**HOMO-LUMO gap**: 9.86 eV
**HOMO**: -8.634 eV
**Structure (SMILES)**: C/N=C/NN
**Spin multiplicity**: 1
**Energy**: -6653.8563 eV


[7]
This record from the OMol25 dataset describes C2H7N3 as an isolated structure at a distorted geometry. The level of theory is ωB97M-V with the def2-TZVPD basis set.

Element x y z (Å)
C -0.5774 0.7649 0.5288
C 0.5227 -0.2195 0.0135
H -1.9694 -1.7394 0.4759
H -2.5482 0.0903 -1.3794
H -0.3936 2.0728 -0.0515
H -0.1975 0.8792 2.0684
H 2.2250 -0.2415 -1.2567
H 1.5577 1.3478 -0.6944
H 1.3732 -1.9151 0.3055
N -1.9897 -0.0381 0.2378
N 1.3904 0.3587 -0.9191
N 0.6067 -1.3602 0.6714

**HOMO-LUMO gap**: 8.10 eV
**HOMO**: -8.830 eV
**Spin multiplicity**: 1
**Energy**: -6646.8827 eV


[8]
This record from the OMol25 dataset describes a 2-piece molecular cluster, C2H7N3 overall at a distorted geometry. The level of theory is ωB97M-V with the def2-TZVPD basis set.

Element x y z (Å)
H 1.1639 0.3226 3.2889
N 1.5304 -0.6079 3.1028
C 0.6039 -1.3163 2.6154
N -0.7563 -0.9750 2.6120
H 0.6971 -2.2244 2.0207
H -0.9389 0.0183 2.6356
H -1.3196 -1.3613 1.8639
C -0.5120 1.4790 -3.6967
N 0.6357 1.1293 -3.3076
H -1.0936 2.2058 -3.1306
H -0.9086 1.1774 -4.6687
H 0.8981 0.1524 -3.3359

**HOMO-LUMO gap**: 10.06 eV
**HOMO**: -9.233 eV
**Structure (SMILES)**: [H]/N=C\N.C=N
**Spin multiplicity**: 1
**Energy**: -6655.5327 eV


[9]
This record from the OMol25 dataset describes a 2-piece molecular cluster, C2H7N3 overall at a distorted geometry. The level of theory is ωB97M-V with the def2-TZVPD basis set.

Element x y z (Å)
C -1.5053 0.7892 -1.0643
N -1.4955 1.4301 -2.1224
H -1.2319 1.3424 -0.1557
H -1.9596 -0.1920 -0.8879
H -1.8942 1.0339 -2.9805
N 1.5132 -1.1431 1.7175
C 0.8120 -0.1705 1.0540
N 0.9727 0.1285 -0.1855
H 1.9446 -1.8028 1.0852
H 1.0560 -1.4482 2.5589
H -0.0743 0.2226 1.5395
H 1.8621 -0.1901 -0.5589

**Net charge**: +1
**HOMO-LUMO gap (spin up / spin down)**: 9.78 / 4.25 eV
**HOMO (spin up / spin down)**: -14.141 / -13.531 eV
**Spin multiplicity**: 2
**Energy**: -6647.0302 eV


[10]
This record from the OMol25 dataset describes one molecule with the formula C2H7N3O at a distorted geometry. The level of theory is ωB97M-V with the def2-TZVPD basis set.

Element x y z (Å)
H 0.2311 2.2154 0.1672
N -0.5743 1.5882 0.1544
C -0.0415 0.4542 -0.0399
C -0.8613 -0.8739 0.0747
O -2.1925 -0.5891 -0.1513
N 1.3898 0.4316 -0.3790
N 1.9747 -0.8184 0.0954
H -0.6866 -1.4383 1.0674
H -0.4579 -1.4761 -0.7258
H -2.3961 0.3088 0.2863
H 1.8022 1.1833 0.4546
H 2.0700 -1.0584 1.1843
H 2.8629 -0.9137 -0.5281

**HOMO-LUMO gap**: 10.27 eV
**HOMO**: -9.720 eV
**Structure (SMILES)**: [H]/N=C(/CO)NN
**Spin multiplicity**: 1
**Energy**: -8702.3900 eV


[11]
This record from the OMol25 dataset describes one molecule with the formula C2H7N3O at a distorted geometry. The level of theory is ωB97M-V with the def2-TZVPD basis set.

Element x y z (Å)
H 0.3107 1.6313 -0.1240
N -0.5242 1.0138 0.1713
C -0.5280 -0.1498 0.0603
N 0.7314 -0.9032 -0.0177
C 1.8453 0.1028 -0.0655
N -1.8010 -0.6616 0.0811
O -2.9388 0.0233 -0.1322
H 0.6747 -1.5960 -0.6775
H 2.0814 0.2292 1.1405
H 2.9986 -0.3996 -0.2982
H 1.5121 1.0910 -0.6034
H -1.9409 -1.4243 0.7908
H -2.4213 1.0432 -0.3255

**HOMO-LUMO gap**: 9.06 eV
**HOMO**: -8.232 eV
**Structure (SMILES)**: [H]/N=C(\NC)NO
**Spin multiplicity**: 1
**Energy**: -8699.9985 eV


[12]
This record from the OMol25 dataset describes a 2-piece molecular cluster, C2H7N3O overall at a distorted geometry. The level of theory is ωB97M-V with the def2-TZVPD basis set.

Element x y z (Å)
C -0.9026 -0.1358 0.2687
N 2.4687 0.4782 -0.0153
N -1.9279 -1.1052 0.2322
C 0.3340 -0.3344 -0.4298
O -1.4319 1.1836 0.3188
N 1.2828 -0.0560 0.4703
H -1.5463 1.4937 -0.5882
H 0.1532 0.1064 1.2777
H 2.3584 1.3103 -0.5873
H 3.1239 0.6272 0.7381
H -2.8112 -0.8207 -0.1736
H -1.6501 -2.0216 -0.0875
H 0.5491 -0.7257 -1.4240

**HOMO-LUMO gap**: 8.02 eV
**HOMO**: -7.505 eV
**Spin multiplicity**: 1
**Energy**: -8700.8262 eV


[13]
This record from the OMol25 dataset describes one molecule with the formula C2H7N3O at a distorted geometry. The level of theory is ωB97M-V with the def2-TZVPD basis set.

Element x y z (Å)
H -1.9762 -1.2559 -2.2797
N -1.5997 -1.5085 -1.3612
C -0.7535 -0.6142 -0.9968
N -0.0841 -0.5149 0.2142
N -0.7560 -0.9834 1.2944
O 0.2029 1.0935 0.1963
C 1.5568 1.4665 0.3058
H -0.6178 0.4039 -1.4641
H -1.5918 -1.5197 1.0450
H -0.1324 -1.3086 2.0252
H 1.9896 1.0914 1.2434
H 1.6222 2.5621 0.3217
H 2.1401 1.0878 -0.5442

**HOMO-LUMO gap**: 9.88 eV
**HOMO**: -8.839 eV
**Structure (SMILES)**: [H]/N=C/N(N)OC
**Spin multiplicity**: 1
**Energy**: -8701.4266 eV


[14]
This record from the OMol25 dataset describes one molecule with the formula C2H7N3O2 at a distorted geometry. The level of theory is ωB97M-V with the def2-TZVPD basis set.

Element x y z (Å)
H 1.8951 0.8638 -1.1749
N 1.0221 0.7709 -1.6941
C 0.1399 0.2017 -1.0209
N -1.1404 -0.0333 -1.3895
N 0.4305 -0.2331 0.3956
C -0.2895 0.6344 1.3967
O 1.6777 -0.2082 0.6711
O -0.1271 -1.5894 0.5234
H -1.5896 -0.8200 -0.9442
H -1.3192 0.0762 -2.3754
H -1.3516 0.6084 1.1808
H -0.0934 0.2180 2.3797
H 0.0978 1.6452 1.3235
H 0.6477 -2.1347 0.7281

**HOMO-LUMO gap**: 10.34 eV
**HOMO**: -9.556 eV
**Structure (SMILES)**: [H]/N=C(/N)[N@+](C)([O-])O
**Spin multiplicity**: 1
**Energy**: -10749.4730 eV


[15]
This record from the OMol25 dataset describes one molecule with the formula C2H7N3O2. The level of theory is ωB97M-V with the def2-TZVPD basis set.

Element x y z (Å)
C -2.2788 -0.5667 0.2222
N -1.2570 0.3184 -0.3158
C 0.0615 0.0331 -0.0967
N 1.0247 0.8860 0.0347
O 0.5097 2.2044 0.0243
N 0.3687 -1.3316 -0.0346
O 1.7327 -1.5757 0.1383
H -2.2246 -1.5393 -0.3008
H -3.2448 -0.1092 0.0138
H -2.1774 -0.7362 1.3015
H -1.4459 1.3114 -0.2056
H 1.2336 2.7015 0.4599
H 0.0831 -1.7916 -0.9021
H 2.1856 -0.7750 -0.2108

**HOMO-LUMO gap**: 9.59 eV
**HOMO**: -8.714 eV
**Structure (SMILES)**: CN/C(=N\O)NO
**Spin multiplicity**: 1
**Energy**: -10749.6802 eV


[16]
This record from the OMol25 dataset describes an isolated ion of composition C2H7N3OP and charge +1 at a distorted geometry. The level of theory is ωB97M-V with the def2-TZVPD basis set.

Element x y z (Å)
C -1.1567 0.2647 0.0196
C 2.6466 -1.2065 -0.1324
N -2.3448 -0.2777 -0.0212
N -1.0168 1.5899 0.1149
N -0.0737 -0.5357 -0.0327
O 1.7644 1.4873 -0.0436
P 1.6016 0.0645 0.1830
H 3.5716 -0.8710 -0.3857
H 2.5908 -2.0810 0.4066
H -3.1585 0.1593 -0.4818
H -2.5884 -1.2488 0.1287
H -1.6789 2.2048 -0.2513
H -0.1242 1.9651 0.2814
H -0.0334 -1.5149 0.2144

**Net charge**: +1
**HOMO-LUMO gap (spin up / spin down)**: 7.79 / 8.81 eV
**HOMO (spin up / spin down)**: -11.107 / -15.497 eV
**Spin multiplicity**: 3
**Energy**: -17984.8376 eV


[17]
This record from the OMol25 dataset describes C2H7N3S as an isolated structure at a distorted geometry. The level of theory is ωB97M-V with the def2-TZVPD basis set.

Element x y z (Å)
C -1.2836 0.9420 0.3867
C 0.7623 0.4123 -0.7713
H -2.3566 0.4719 0.8183
H -0.7641 1.6110 1.1492
H -1.4156 1.2616 -0.8015
H -2.0888 -0.7506 -1.2205
H 0.7374 1.4178 -1.3433
H 0.8975 -1.3659 0.8233
H 2.6749 -1.2797 1.2691
N -0.3029 -0.0944 0.1422
N 2.0710 0.1075 -0.4520
N 1.9445 -1.1342 0.3102
S -0.8762 -1.5994 -0.3104

**HOMO-LUMO gap**: 8.71 eV
**HOMO**: -8.864 eV
**Spin multiplicity**: 1
**Energy**: -17486.3645 eV


[18]
This record from the OMol25 dataset describes an isolated ion of composition C2H7N4 and charge +1 at a distorted geometry. The level of theory is ωB97M-V with the def2-TZVPD basis set.

Element x y z (Å)
N -2.3445 -0.0386 0.0284
N -1.0467 -0.0025 0.1179
N -0.3902 -1.1232 0.1394
C 1.0210 -0.8393 -0.0363
C 1.1680 0.6677 0.1968
N -0.2400 1.0496 -0.0811
H -2.9764 0.7185 -0.0970
H -0.8350 -1.9393 -0.2810
H 1.3466 -1.1260 -1.0265
H 1.7360 -1.3685 0.4863
H 1.5895 0.8439 1.2816
H 1.7202 1.2518 -0.4488
H -0.7487 1.9059 -0.2796

**Net charge**: +1
**HOMO-LUMO gap**: 10.17 eV
**HOMO**: -15.120 eV
**Structure (SMILES)**: N=[N+]1NCCN1
**Spin multiplicity**: 1
**Energy**: -8137.0550 eV


[19]
This record from the OMol25 dataset describes a 2-piece molecular cluster, C2H7N4 overall at a distorted geometry. The level of theory is ωB97M-V with the def2-TZVPD basis set.

Element x y z (Å)
C -0.6677 -1.0552 -0.0515
C -0.3947 1.3217 0.1541
N 3.3442 0.0294 -0.2860
N 2.7199 -0.5358 0.4421
N 0.0592 -0.0092 -0.0845
N -1.9892 -1.1265 0.1207
H -0.1605 -2.0036 -0.1989
H -1.1838 1.6038 -0.5512
H -0.7667 1.4471 1.1747
H 0.4404 2.0066 0.0083
H 3.6185 0.6299 -1.0535
H -2.4700 -2.0092 0.0789
H -2.5497 -0.2988 0.2467

**Net charge**: +1
**HOMO-LUMO gap**: 6.36 eV
**HOMO**: -12.711 eV
**Spin multiplicity**: 1
**Energy**: -8138.2292 eV


[20]
This record from the OMol25 dataset describes an isolated ion of composition C2H7N4 and charge +1 at a distorted geometry. The level of theory is ωB97M-V with the def2-TZVPD basis set.

Element x y z (Å)
N -0.6591 -1.0032 0.3936
C -1.5851 -0.1018 -0.1700
N -1.0832 1.2099 -0.0571
C 0.1832 1.2776 0.1611
N 0.9151 0.2024 0.4248
N 1.9999 -0.0478 -0.2475
H -0.6378 -1.1686 1.3625
H -0.2837 -1.7410 -0.1746
H -2.5246 -0.0646 0.2809
H -1.7736 -0.3991 -1.2946
H 0.6956 2.1479 0.4041
H 2.6257 -0.7338 0.0536
H 2.1277 0.4221 -1.1369

**Net charge**: +1
**HOMO-LUMO gap**: 8.93 eV
**HOMO**: -14.374 eV
**Structure (SMILES)**: NC/N=C\N=[NH2+]
**Spin multiplicity**: 1
**Energy**: -8137.7283 eV


Respective energy relative to the best compared isomer or geometry (same formula, charge and spin) values: 17.8 165.7 211.5 125.2 128.7 395.5 1068.4 233.8 217.5 375.0 605.8 525.9 468.0 444.1 424.1 4.2 631.7 500.9 387.6 436.0 kJ/mol.